No. 1
{"formula": "C3H5N3O", "method": "ωB97M-V/def2-TZVPD", "species": ["N", "O", "C", "H", "H", "N", "H", "C", "C", "H", "H", "N"], "coordinates": [[-0.16967, 1.05881, 0.12184], [2.23190, 0.59669, -0.12996], [0.20310, -0.22539, 0.07780], [-2.11264, 1.68571, 0.08770], [2.19298, -1.16123, 0.98408], [-1.50006, 0.94067, -0.04826], [1.53117, -1.38923, -0.72659], [1.61610, -0.74218, 0.06973], [-1.95888, -0.36775, 0.02677], [-2.86985, -0.79124, -0.17011], [1.69900, 1.54609, -0.20879], [-0.86315, -1.15093, -0.08422]], "nbo_charge": [-0.306, -0.806, 0.300, 0.399, 0.216, -0.342, 0.196, -0.083, 0.155, 0.211, 0.528, -0.469], "charge": 0, "de_lowest_kj_mol": 325.1, "smiles": "OCc1nc[nH]n1", "e_lumo_ev": 0.8, "homo_ev": -9.9, "homo_lumo_gap_ev": 10.69}

No. 2
{"formula": "C5H12O3", "method": "ωB97M-V/def2-TZVPD", "species": ["H", "H", "C", "C", "H", "O", "H", "H", "H", "H", "H", "C", "O", "H", "C", "H", "O", "C", "H", "H"], "coordinates": [[-2.28280, -1.20317, 0.67434], [-0.89503, -0.84435, 1.69826], [2.41746, 0.40146, -0.13034], [-1.37334, 0.71684, 0.25998], [1.11168, 1.77171, -0.44684], [1.26743, -1.64245, 0.47834], [-2.43881, -0.01664, 1.96221], [-0.51698, -1.63452, -1.06596], [1.12148, 0.04968, 1.57858], [2.48995, 0.02854, -1.16040], [-1.73361, -0.60728, -1.88808], [-1.76570, -0.41069, 1.21091], [-0.37535, 0.39693, -0.68667], [-0.03114, -0.57838, -2.41377], [-0.69334, -0.67093, -1.55363], [3.41492, 0.36372, 0.32306], [2.00686, 1.74254, -0.08240], [1.51234, -0.48459, 0.68737], [-2.27295, 1.06450, -0.27181], [-0.96306, 1.55707, 0.82686]], "nbo_charge": [0.210, 0.222, -0.171, -0.062, 0.486, -0.556, 0.218, 0.200, 0.101, 0.180, 0.173, -0.648, -0.573, 0.195, -0.261, 0.204, -0.715, 0.443, 0.168, 0.188], "charge": 0, "de_lowest_kj_mol": 190.7, "smiles": "O=CCO.CCOC", "e_lumo_ev": 0.9, "homo_ev": -9.6, "homo_lumo_gap_ev": 10.56}

No. 3
{"formula": "C25H27AsCl5IIrPS6Sb", "method": "ωB97M-V/def2-TZVPD", "species": ["S", "C", "P", "C", "C", "C", "Cl", "S", "Cl", "C", "H", "C", "S", "H", "Cl", "H", "H", "S", "C", "C", "H", "C", "H", "H", "H", "C", "H", "C", "H", "H", "C", "Cl", "S", "As", "Sb", "H", "H", "H", "Ir", "H", "C", "H", "C", "C", "H", "C", "C", "C", "H", "H", "H", "C", "H", "H", "Cl", "H", "C", "I", "H", "H", "H", "C", "C", "H", "S", "C", "C", "C"], "coordinates": [[0.09467, 1.12353, 5.64465], [0.39066, 4.60423, -4.51273], [1.41643, 0.74347, -2.21216], [2.79928, 1.16506, -1.13375], [-0.25446, 2.48005, -3.59127], [5.00478, 0.72693, -0.28634], [-2.41763, 0.78788, 3.36373], [3.49269, 1.42928, 3.90989], [-3.14417, 0.37581, -2.05282], [-3.38713, -0.09296, -0.39313], [3.09411, -3.31421, -0.36602], [-4.31060, -0.61184, 2.14579], [0.53065, -0.24158, 1.91145], [0.14230, 5.50065, -5.06816], [-5.37021, -1.57575, -1.55566], [1.97378, -3.40024, 1.90499], [-1.55643, -4.68793, 0.78788], [1.86637, -0.64365, -3.54334], [-3.16334, 0.15643, 1.94077], [3.96811, 0.41417, -1.15620], [-2.76647, -3.38430, 3.09175], [3.70879, 2.54173, 0.61718], [2.41460, -1.75348, 0.11291], [-1.56527, 3.74158, -4.71914], [-2.57595, -3.26260, 0.53871], [4.87015, 1.77933, 0.60551], [4.04488, -0.41301, -1.85128], [-0.58823, -3.28214, 3.18806], [3.58766, 3.34029, 1.33730], [5.91101, 0.13303, -0.29387], [-4.96646, -1.19101, 1.07088], [-4.92036, -0.89372, 3.74137], [0.16776, 2.87803, 2.20194], [-0.30361, -2.58467, 1.39175], [1.25379, 1.30082, 3.71188], [0.17124, -2.80220, 3.80830], [-0.33705, -4.22508, -1.34214], [2.40663, 5.22088, -4.11022], [-0.77507, 1.40509, 0.71989], [2.96392, 3.19501, -2.82581], [1.97345, 3.30803, -3.24750], [5.65643, 1.99462, 1.31673], [1.65951, 4.44827, -3.97519], [-1.72696, 2.92551, -0.31469], [1.18374, -4.50354, 0.77273], [-2.58466, 0.39169, 0.66886], [2.67798, 2.23979, -0.25497], [-1.58553, -3.68246, 0.35383], [-2.67694, 3.21182, 0.13841], [-1.15274, -2.67801, -1.52697], [-0.38506, -4.35734, 3.16731], [-1.26658, -3.69104, -1.13738], [1.77328, 2.83417, -0.24007], [-2.06498, -4.18040, -1.70037], [-6.33752, -2.21981, 1.31725], [-2.12359, -1.88576, 3.77651], [1.39880, -3.45013, 0.97732], [-0.74831, 4.88236, -0.49562], [-1.89561, 2.68987, -1.35864], [-0.99934, 1.71215, -3.42096], [1.58848, -2.72816, -1.08363], [1.01725, 2.31772, -3.04776], [2.16322, -2.77937, -0.15938], [-2.11015, -3.35951, 4.73125], [-0.25125, 0.13238, -1.18640], [-1.97847, -2.96462, 3.72182], [-0.56599, 3.61640, -4.32040], [-4.51029, -0.90753, -0.20460]], "nbo_charge": [-0.860, -0.213, 1.159, -0.352, -0.208, -0.236, 0.078, -0.841, 0.011, 0.005, 0.196, -0.092, -0.574, 0.197, 0.013, 0.225, 0.201, -0.669, -0.116, -0.218, 0.196, -0.199, 0.241, 0.203, 0.224, -0.184, 0.235, -0.733, 0.231, 0.197, -0.101, 0.024, -0.601, 1.222, 1.394, 0.240, 0.199, 0.200, 0.453, 0.224, -0.213, 0.209, -0.219, -0.728, 0.201, -0.162, -0.204, -0.719, 0.181, 0.244, 0.198, -0.628, 0.239, 0.203, 0.010, 0.237, -0.728, -0.068, 0.183, 0.235, 0.229, -0.286, -0.629, 0.206, -0.400, -0.623, -0.207, -0.131], "charge": -2, "de_lowest_kj_mol": 0.0, "e_lumo_ev": [3.8, 3.2], "spin_multiplicity": 2, "s_squared": 0.76, "homo_ev": [-2.1, -2.7], "homo_lumo_gap_ev": [5.86, 5.89]}

No. 4
{"formula": "C31H37I2N4O5S", "method": "ωB97M-V/def2-TZVPD", "species": ["C", "H", "H", "H", "H", "C", "H", "C", "C", "H", "C", "C", "N", "H", "H", "C", "H", "N", "C", "O", "C", "N", "H", "N", "H", "H", "C", "H", "H", "H", "C", "C", "H", "H", "I", "H", "H", "C", "O", "O", "C", "C", "C", "H", "O", "C", "H", "C", "S", "C", "H", "H", "C", "C", "C", "H", "C", "C", "H", "C", "H", "H", "C", "C", "C", "H", "H", "H", "H", "H", "O", "I", "C", "C", "C", "H", "H", "H", "H", "H"], "coordinates": [[3.85563, -3.21259, -2.46296], [5.02844, -1.28697, -5.36527], [1.16230, 1.02131, 5.96460], [-4.75583, 4.75613, 6.55217], [-1.33943, -2.09671, -5.86509], [-1.43808, 4.56620, 8.53163], [4.23207, 0.30302, -5.60634], [-1.62702, 3.75340, 7.41771], [-3.62356, -0.02220, -2.62699], [3.25045, -4.96237, -1.47690], [-1.95635, 1.98432, 0.43765], [-2.29721, -3.50718, -3.84217], [3.89712, -4.18913, -1.31608], [5.23466, -2.34366, -1.20718], [5.42714, -4.27421, -3.23126], [-2.11107, -1.40475, -5.42927], [-2.73289, 1.91719, 1.24367], [4.73202, -2.09911, -2.06834], [-0.78597, 1.92678, 5.84057], [0.52515, 2.82548, 7.56948], [2.15057, -0.26490, -2.41463], [4.52525, -3.94514, -3.60012], [-1.42738, -0.52436, 2.92109], [1.94698, -1.51429, -3.17616], [-1.91530, 3.00340, -0.03841], [-4.40762, 6.20123, 8.52022], [-2.00585, 1.95015, 5.16422], [0.03168, -0.53668, -3.71226], [1.78203, -3.27104, -1.83301], [-2.92421, -4.22821, -4.44380], [2.36228, -0.06390, -1.07616], [-2.83033, 3.80953, 6.71100], [-0.92898, 1.79787, 0.85432], [2.76993, 1.27456, 0.68970], [2.39239, -1.62579, 0.35959], [-2.42617, -3.75715, -2.75979], [-4.53887, -0.04316, -3.26359], [2.56996, 1.35224, -0.40664], [1.63697, -0.59081, -5.72402], [2.75430, -2.56653, -5.58067], [-3.06608, 2.91492, 5.55139], [-1.24543, 0.16825, 3.73584], [-2.79516, -2.03273, -4.11105], [-2.87354, -1.22298, -6.22855], [-0.29386, -1.91979, -2.26567], [-3.44532, 0.95889, -1.55088], [4.85137, -4.50434, -1.15136], [-0.02046, 0.15874, 4.39844], [2.60654, -1.28899, -4.86004], [-2.23363, 0.95754, -0.72086], [-1.23546, -3.65913, -4.17594], [0.27201, -2.30074, -4.26660], [-3.82580, 4.69943, 7.10517], [-2.23383, 1.06451, 4.11462], [-3.62981, 5.51225, 8.21214], [-2.29327, 6.06588, 9.80298], [4.29035, -0.57656, -4.89899], [-1.38733, -1.01028, -2.08727], [3.97808, -4.81584, -3.67661], [-2.58369, -1.03929, -2.92768], [3.47956, 1.84819, -0.85445], [1.64988, 1.99637, -0.51478], [-0.54264, 2.83661, 6.98868], [2.33189, -2.87062, -2.73524], [0.20944, 1.03531, 5.44861], [1.98112, -3.64938, -3.48228], [4.63995, -0.15930, -3.91880], [-0.26553, -0.01605, -0.37264], [-4.22588, 1.73200, -1.36286], [-0.51156, 4.51654, 9.09129], [-4.11124, 2.96456, 4.93178], [2.03229, 1.70652, -3.41340], [-2.43967, 5.43911, 8.93108], [-1.19984, -0.03674, -0.98864], [0.42065, -1.55892, -3.44172], [-3.89564, -2.08647, -4.35725], [5.46156, -2.02400, -2.78165], [0.75385, -0.53779, 4.09658], [-1.61469, -0.44751, -5.10784], [-3.18440, 1.06986, 3.59386]], "lowdin_charge": [-0.609, 0.098, 0.122, 0.122, 0.077, 0.003, 0.088, -0.085, 0.008, 0.086, -0.051, -0.068, 0.023, 0.080, 0.085, -0.049, 0.079, 0.066, -0.080, 0.109, -0.627, 0.062, 0.105, -0.238, 0.089, 0.110, -0.079, 0.114, 0.093, 0.094, -0.736, -0.085, 0.068, 0.056, 1.061, 0.090, 0.115, -0.237, -0.327, -0.284, -0.278, -0.069, -0.321, 0.085, -0.078, -0.016, 0.085, -0.062, 0.685, -0.222, 0.061, 0.124, 0.003, -0.012, -0.051, 0.110, -0.142, -0.172, 0.088, -0.118, 0.069, 0.061, -0.278, -0.144, 0.002, 0.154, 0.056, 0.078, 0.113, 0.123, 0.105, 1.107, -0.051, 0.039, -0.184, 0.133, 0.074, 0.100, 0.077, 0.116], "charge": 1, "e_lumo_ev": -3.7, "homo_ev": -11.1, "homo_lumo_gap_ev": 7.43}

no.,maximum force (eV Å⁻¹)
1,6.3
2,0.6
3,0.5
4,8.6